The following is a quantum chemistry calculation of an isolated ion of composition C4H12N2O and charge +2 in a non-equilibrium geometry, from the Open Molecules 2025 dataset.

Structure (XYZ):
```
19
Properties=species:S:1:pos:R:3:forces:R:3
O 0.962138 -1.489110 1.375888 -0.048 0.331 -0.058
C 1.324959 -1.476162 0.237820 0.037 -0.834 0.290
C 0.685761 -0.553615 -0.795873 0.577 0.820 -0.039
C -0.142225 0.572545 -0.176182 -0.950 -0.408 -0.363
C -1.428492 0.009536 0.463193 -0.002 -0.239 0.272
N -1.958382 0.894217 1.580943 -0.258 0.220 0.172
N 1.839779 0.070937 -1.596822 -0.352 -0.111 0.380
H 2.103240 -2.180084 -0.108591 0.064 0.116 -0.143
H 0.124305 -1.117052 -1.535856 -0.209 -0.225 0.026
H -0.458854 1.203344 -1.008977 0.203 0.473 0.239
H 0.417937 1.124873 0.580470 0.206 -0.002 -0.204
H -1.241400 -0.969004 0.903274 -0.038 0.211 0.108
H -2.260692 -0.100823 -0.222195 0.096 0.045 -0.328
H -2.816304 1.408893 1.335623 0.140 -0.267 -0.130
H -1.311443 1.614963 1.907306 0.263 -0.100 -0.020
H -2.185943 0.321415 2.396944 -0.062 -0.001 0.093
H 1.515879 0.827557 -2.207524 -0.003 -0.120 -0.113
H 2.300474 -0.640476 -2.170688 0.152 0.082 -0.086
H 2.529262 0.478045 -0.958755 0.184 0.008 -0.096
```
Positions in Å, forces in eV/Å.

Values from the calculation:
**Energy relative to the best compared isomer or geometry (same formula, charge and spin)**: 23.8 kJ/mol
**Gap between HOMO and LUMO**: 10.9 eV
**Total charge**: +2

The following is a quantum chemistry calculation of a single C3H7N3O2 molecule in a non-equilibrium geometry, from the Open Molecules 2025 dataset.

Structure (XYZ):
```
15
Properties=species:S:1:pos:R:3:forces:R:3
C 1.772769 0.780609 0.431628 2.979 1.613 2.734
C -1.577894 1.027195 -0.801801 -2.562 0.441 -0.315
C 0.466334 -0.793160 -0.531703 -2.699 -3.252 2.455
H 1.751403 1.885219 0.800001 -0.126 -2.107 -0.120
H 2.838742 0.838786 -0.290325 -3.582 -0.895 1.560
H 1.881570 -0.064367 1.402513 0.555 2.819 -2.844
H -2.577105 1.688954 -0.799785 2.975 -0.790 -0.301
H -1.760174 -0.043703 -1.092639 -0.052 1.709 0.056
H -0.819317 -2.452055 -0.237579 0.272 1.404 -0.125
H -0.888634 -0.887327 1.658828 -2.244 -0.149 -2.709
N 0.432072 0.479443 -0.004901 3.630 -1.984 -2.083
N -0.455148 1.414797 -0.335650 -2.365 1.883 0.112
N -0.871781 -1.408622 -0.318041 0.651 -1.459 0.717
O 1.399827 -1.540845 -0.738049 -0.422 1.404 -0.590
O -1.592658 -0.924925 0.857502 2.991 -0.637 1.451
```
Positions in Å, forces in eV/Å.

Values from the calculation:
**Energy relative to the best compared isomer or geometry (same formula, charge and spin)**: 710.9 kJ/mol
**Gap between HOMO and LUMO**: 9.7 eV

The following is a quantum chemistry calculation of a 2-piece molecular cluster, CH4N2O2S overall in a non-equilibrium geometry, from the Open Molecules 2025 dataset.

Structure (XYZ):
```
10
Properties=species:S:1:pos:R:3:forces:R:3
C -0.113836 -0.204592 0.819109 0.188 2.203 1.861
N 0.472630 0.469302 -0.192899 0.754 -0.100 -3.546
N -0.638831 -1.330682 0.888100 0.025 -0.170 1.347
O 1.985905 0.262198 -2.807306 -0.028 -0.257 -0.011
O 2.487599 2.214332 -1.479844 -0.093 2.074 0.386
S 2.674422 0.839490 -1.690801 0.637 -1.611 -0.493
H 0.056861 0.512451 1.602137 -0.917 -0.455 1.753
H 0.181335 1.417463 -0.400491 0.044 0.162 0.806
H 0.445396 -0.002488 -1.084552 -0.285 -0.421 -0.271
H -0.545605 -1.689287 -0.019096 -0.324 -1.424 -1.833
```
Positions in Å, forces in eV/Å.

Values from the calculation:
**Energy relative to the best compared isomer or geometry (same formula, charge and spin)**: 83.3 kJ/mol
**Gap between HOMO and LUMO**: 9.3 eV